No. 1
Computed, not measured: C32H54IrN2O3P2 as an isolated structure, with the ωB97M-V functional and the def2-TZVPD basis.

Values from the calculation:
Gap between HOMO and LUMO (spin up / spin down) ... 6.1536 / 4.5760 eV
⟨S²⟩ ... 6.020
Total charge ... +1
Spin multiplicity ... 5
LUMO (spin up / spin down) ... -0.1119 / -0.2275 Ha

Last column: Löwdin spin population.
Element x y z (Å)
Ir (1.394, 1.637, 0.579)  1.421
C (-0.986, 0.438, 1.771)  0.344
C (-0.537, 1.715, 1.098)  0.207
C (-1.321, 0.138, -0.490)  0.275
C (-1.471, -0.429, 0.801)  0.275
C (-0.801, 1.452, -0.368)  0.231
C (-1.215, 0.244, 3.217)  0.049
H (-0.840, 1.080, 3.818)  0.000
H (-0.755, -0.692, 3.575)  0.013
H (-2.294, 0.141, 3.414)  0.018
C (-2.207, -1.687, 1.092)  0.042
H (-1.519, -2.521, 1.292)  0.019
H (-2.834, -1.987, 0.243)  0.001
H (-2.859, -1.577, 1.970)  0.007
C (-1.924, -0.465, -1.705)  0.039
H (-3.013, -0.561, -1.578)  0.013
H (-1.520, -1.472, -1.885)  0.012
H (-1.750, 0.130, -2.603)  0.000
C (-1.178, 2.522, -1.333)  0.035
H (-2.241, 2.790, -1.188)  0.011
H (-1.080, 2.192, -2.376)  0.002
H (-0.587, 3.433, -1.199)  0.007
C (-1.000, 3.025, 1.642)  0.059
H (-2.042, 3.169, 1.338)  0.012
H (-0.399, 3.843, 1.235)  0.019
H (-0.958, 3.047, 2.733)  0.002
C (5.626, 0.699, 2.534)  0.004
C (5.092, 1.502, 3.487)  0.000
C (5.469, 2.932, 3.675)  0.000
C (5.615, 3.716, 2.353)  0.001
C (4.676, 3.282, 1.252)  0.017
C (5.133, 2.506, 0.253)  0.013
C (6.438, 1.755, 0.302)  0.002
C (6.783, 1.091, 1.666)  0.001
H (6.425, 3.014, 4.222)  0.000
H (6.662, 3.643, 2.021)  0.001
H (4.706, 3.417, 4.304)  0.000
H (7.483, 1.738, 2.216)  0.000
H (5.354, -0.364, 2.519)  0.001
H (4.533, 1.078, 4.326)  0.000
H (7.358, 0.182, 1.438)  0.000
H (6.430, 0.977, -0.477)  0.001
H (4.669, 2.516, -0.729)  0.001
H (7.279, 2.420, 0.049)  0.001
H (5.454, 4.777, 2.580)  0.000
H (3.684, 3.750, 1.237)  0.011
P (2.280, -0.205, 1.309)  0.248
P (2.213, 1.275, -1.449)  0.157
C (3.803, -0.247, 0.307)  0.042
C (3.618, 0.121, -1.168)  0.041
H (4.265, -1.231, 0.440)  0.002
H (4.444, 0.493, 0.785)  0.004
H (4.521, 0.591, -1.575)  0.002
H (3.414, -0.797, -1.747)  0.002
C (1.405, 0.681, -2.942)  0.007
H (0.317, 0.697, -2.839)  0.002
H (1.722, -0.349, -3.147)  0.000
H (1.703, 1.335, -3.774)  0.000
C (2.611, 3.015, -1.820)  0.086
H (3.603, 3.105, -2.265)  0.010
H (2.564, 3.588, -0.883)  0.033
H (1.857, 3.406, -2.512)  0.002
C (1.885, -1.842, 1.795)  0.062
H (0.913, -1.894, 2.298)  0.002
H (2.688, -2.201, 2.456)  0.017
H (1.821, -2.486, 0.886)  0.002
C (2.267, 0.915, 2.768)  0.067
H (1.579, 1.795, 2.725)  0.020
H (3.273, 1.305, 2.928)  0.007
H (1.926, 0.273, 3.590)  0.004
C (-2.316, -5.921, 0.438)  0.000
C (-1.984, -5.297, -0.898)  0.000
C (-0.478, -5.084, -1.229)  0.000
C (0.327, -6.411, -1.289)  0.000
C (0.482, -7.155, 0.023)  0.000
C (-0.409, -4.432, -2.612)  0.000
O (-1.290, -4.463, -3.456)  0.000
N (0.808, -3.810, -2.868)  0.000
C (1.567, -3.121, -1.909)  0.000
O (2.470, -2.382, -2.309)  0.002
N (1.221, -3.308, -0.611)  0.003
C (0.209, -4.110, -0.243)  0.000
O (-0.185, -4.087, 0.948)  0.006
H (-2.186, -7.008, 0.430)  0.000
H (-3.365, -5.704, 0.675)  0.000
H (-1.684, -5.477, 1.218)  0.000
H (-2.415, -5.915, -1.702)  0.000
H (-2.483, -4.316, -0.963)  0.000
H (-0.168, -7.055, -2.034)  0.000
H (1.324, -6.167, -1.689)  0.000
H (-0.319, -7.887, 0.151)  0.000
H (1.435, -7.689, 0.014)  0.000
H (0.467, -6.463, 0.870)  0.000
H (0.984, -3.506, -3.812)  0.000



No. 2
Computed, not measured: one molecule with the formula C12H21N7O3, with the ωB97M-V functional and the def2-TZVPD basis.

Values from the calculation:
Gap between HOMO and LUMO ... 9.2757 eV
Energy above the lowest of the compared OMol25 structures with the same formula, charge and spin ... 45.1 kcal/mol
Spin multiplicity ... 1
LUMO ... 0.0180 Ha

Last column: Löwdin charge in e.
Element x y z (Å)
C (-1.181, -0.126, -2.414)  -0.268
C (-0.592, 0.981, -1.490)  -0.414
C (-2.158, -1.056, -1.711)  -0.169
C (-1.613, -2.258, -0.929)  -0.186
C (-0.555, -2.006, 0.177)  -0.177
C (-2.241, -0.535, 1.440)  -0.597
C (1.242, 2.199, -0.564)  -0.205
C (2.662, 2.680, -1.026)  -0.467
C (1.259, 2.124, 0.994)  -0.058
C (1.681, 0.817, 1.587)  -0.358
C (1.454, 0.435, 2.842)  -0.063
C (2.705, -1.054, 1.759)  -0.145
H (-0.265, -1.033, -4.029)  0.088
H (0.182, -1.674, -2.599)  0.063
H (-1.681, 0.406, -3.267)  0.162
H (-2.858, -0.393, -1.193)  0.104
H (-2.844, -1.619, -2.419)  0.135
H (-2.556, -2.712, -0.606)  0.093
H (-1.141, -2.950, -1.666)  0.111
H (-0.427, -2.926, 0.715)  0.107
H (0.346, -1.692, -0.282)  0.085
H (-0.273, -0.354, 0.836)  0.059
H (-3.399, -2.033, 0.966)  0.010
H (-3.217, 0.997, 2.228)  0.128
H (-1.803, 1.275, 1.397)  0.085
H (1.224, 0.611, -2.066)  0.124
H (0.580, 3.052, -0.852)  0.160
H (1.944, 2.947, 1.270)  0.131
H (0.300, 2.448, 1.470)  0.126
H (0.763, 0.843, 3.607)  0.143
H (3.287, -1.949, 1.675)  0.119
H (2.335, -1.221, 3.895)  0.181
H (2.976, 0.818, -0.812)  0.073
N (-0.022, -0.790, -3.065)  0.039
N (-0.957, -1.003, 1.150)  0.069
N (-3.405, -1.093, 1.315)  0.116
N (-2.218, 0.630, 2.133)  0.091
N (0.761, 1.015, -1.255)  0.094
N (2.390, -0.098, 0.898)  0.098
N (2.160, -0.745, 2.971)  0.055
O (-1.314, 1.661, -0.776)  0.043
O (3.006, 3.807, -1.052)  0.148
O (3.461, 1.573, -1.253)  0.069



No. 3
Computed, not measured: one molecule with the formula C20H25F2N3O2, with the ωB97M-V functional and the def2-TZVPD basis.

Values from the calculation:
Gap between HOMO and LUMO ... 9.5396 eV
Spin multiplicity ... 1
LUMO ... 0.0245 Ha

Last column: Löwdin charge in e.
Element x y z (Å)
C (-0.126, 4.084, 1.039)  -0.082
H (0.765, 3.663, 1.499)  0.057
H (-0.298, 5.071, 1.460)  0.071
H (-0.974, 3.449, 1.285)  0.078
C (0.043, 4.176, -0.480)  -0.172
C (0.227, 2.826, -1.076)  -0.223
C (-0.661, 1.964, -1.693)  -0.163
C (0.100, 0.803, -1.969)  -0.170
N (1.354, 0.959, -1.557)  0.087
N (1.414, 2.176, -1.027)  0.049
H (2.290, 2.528, -0.674)  0.162
C (-0.432, -0.418, -2.625)  -0.394
O (-1.168, -0.338, -3.596)  0.066
N (-0.093, -1.612, -2.080)  -0.035
C (0.633, -1.779, -0.851)  -0.107
H (1.193, -0.870, -0.643)  0.087
H (1.343, -2.603, -0.988)  0.143
C (-0.320, -2.132, 0.305)  -0.382
C (-1.050, -3.430, -0.075)  -0.133
C (-1.725, -3.320, -1.445)  -0.143
C (-0.751, -2.825, -2.518)  -0.130
H (-1.279, -2.603, -3.446)  0.121
H (0.015, -3.584, -2.712)  0.129
H (-2.569, -2.634, -1.381)  0.117
H (-2.113, -4.297, -1.737)  0.115
H (-1.806, -3.658, 0.678)  0.120
H (-0.327, -4.249, -0.093)  0.122
C (-1.342, -0.990, 0.501)  -0.194
O (-2.374, -1.298, 1.399)  -0.030
H (-2.028, -1.289, 2.298)  0.073
H (-1.838, -0.781, -0.448)  0.122
H (-0.812, -0.074, 0.800)  0.129
C (0.504, -2.358, 1.599)  -0.067
C (1.279, -1.137, 2.002)  -0.156
C (0.753, -0.196, 2.882)  -0.219
C (1.384, 0.995, 3.186)  0.071
C (2.604, 1.241, 2.586)  -0.284
C (3.200, 0.320, 1.745)  -0.007
C (2.533, -0.860, 1.467)  -0.026
H (2.997, -1.582, 0.815)  0.124
H (4.165, 0.530, 1.313)  0.120
F (3.225, 2.412, 2.831)  0.058
H (0.934, 1.704, 3.862)  0.134
F (-0.435, -0.445, 3.480)  0.071
H (1.198, -3.182, 1.425)  0.129
H (-0.175, -2.654, 2.401)  0.127
C (-2.106, 2.176, -1.975)  -0.023
H (-2.707, 1.938, -1.096)  0.084
H (-2.295, 3.212, -2.249)  0.077
H (-2.413, 1.529, -2.792)  0.071
H (0.907, 4.804, -0.713)  0.114
H (-0.843, 4.639, -0.918)  0.110



No. 4
Computed, not measured: one molecule with the formula C4H13N3, with the ωB97M-V functional and the def2-TZVPD basis.

Values from the calculation:
Gap between HOMO and LUMO ... 9.6804 eV
Energy above the lowest of the compared OMol25 structures with the same formula, charge and spin ... 41.4 kcal/mol
Spin multiplicity ... 1
LUMO ... 0.0421 Ha

Last column: Löwdin charge in e.
Element x y z (Å)
N (-1.061, -2.002, 1.681)  -0.004
C (0.049, -2.316, 0.621)  -0.214
C (-0.116, -1.427, -0.587)  -0.248
N (0.626, -0.185, -0.542)  -0.061
C (-0.209, 0.991, -0.898)  -0.232
C (0.550, 2.304, -0.807)  -0.281
N (0.726, 2.761, 0.587)  -0.008
H (-1.974, -2.229, 1.205)  0.071
H (-1.020, -2.637, 2.444)  0.023
H (0.221, -3.346, 0.452)  0.087
H (0.940, -2.159, 1.088)  0.066
H (0.324, -1.906, -1.434)  0.097
H (-1.150, -1.203, -0.881)  0.113
H (1.044, -0.043, 0.329)  0.076
H (-0.417, 0.883, -1.995)  0.130
H (-1.063, 1.037, -0.344)  0.074
H (1.604, 2.113, -1.178)  0.114
H (0.219, 3.151, -1.477)  0.113
H (-0.080, 2.484, 1.122)  0.056
H (0.787, 3.729, 0.614)  0.028



No. 5
Computed, not measured: one molecule with the formula C11H13N7O3, with the ωB97M-V functional and the def2-TZVPD basis.

Values from the calculation:
Gap between HOMO and LUMO ... 8.1115 eV
Spin multiplicity ... 1
LUMO ... 0.0011 Ha

Last column: Löwdin charge in e.
Element x y z (Å)
C (1.704, 3.898, 0.425)  -0.078
H (2.566, 4.559, 0.497)  0.095
O (2.221, 2.639, 0.072)  -0.060
C (1.355, 1.601, -0.064)  -0.188
C (-0.015, 1.683, 0.073)  0.037
C (-0.825, 0.552, -0.096)  -0.213
C (-0.229, -0.666, -0.410)  -0.021
C (1.142, -0.761, -0.550)  0.001
C (1.950, 0.353, -0.376)  -0.180
O (3.300, 0.383, -0.513)  -0.001
C (3.999, -0.818, -0.683)  -0.112
C (3.915, -1.739, 0.545)  -0.531
O (3.293, -1.473, 1.540)  0.099
N (4.604, -2.895, 0.385)  0.163
H (4.648, -3.536, 1.161)  0.114
H (5.181, -3.075, -0.416)  0.102
H (3.661, -1.363, -1.577)  0.135
H (5.042, -0.518, -0.829)  0.142
H (1.578, -1.720, -0.779)  0.114
H (-0.852, -1.536, -0.543)  0.107
C (-2.250, 0.682, 0.059)  -0.076
N (-3.032, -0.324, -0.053)  0.110
N (-4.349, -0.142, 0.104)  -0.116
C (-5.287, -1.139, 0.007)  -0.420
N (-6.466, -0.606, 0.240)  0.041
N (-6.246, 0.688, 0.472)  -0.064
N (-5.026, 0.992, 0.400)  0.025
N (-4.977, -2.403, -0.343)  0.157
H (-5.673, -3.103, -0.154)  0.102
H (-4.008, -2.659, -0.241)  0.089
H (-2.645, 1.675, 0.279)  0.120
H (-0.487, 2.622, 0.318)  0.110
H (1.191, 3.867, 1.391)  0.099
H (1.019, 4.282, -0.339)  0.097